C2Ag5O6 | ωB97M-V with the def2-TZVPD basis set

ORCA input file:
```
! RIJCOSX wB97M-V def2-TZVPD def2/J DEFGRID3
* xyz 1 1
Ag 1.296 0.885 -3.869
Ag 2.283 -0.703 -1.193
Ag -1.585 -2.130 -1.298
Ag -0.776 2.894 -3.050
Ag 1.969 2.969 -0.507
C -0.469 0.247 -1.245
O -1.053 -0.078 -0.186
O -0.528 -0.339 -2.393
O 0.582 1.000 -1.298
C -0.417 -1.179 3.737
O 0.433 -1.984 4.116
O -1.159 -0.670 4.629
O -0.576 -0.912 2.556
*
```

Calculated values
Lowest unoccupied orbital energy in eV: -7.389
DFT total energy in eV: -34338.3976
Strongest force on any atom in eV Å⁻¹: 4.6
HOMO energy in eV: -9.66
Orbital gap in eV: 2.273

***

C43H51Cl2F4N2OS | ωB97M-V with the def2-TZVPD basis set

ORCA input file:
```
! RIJCOSX wB97M-V def2-TZVPD def2/J DEFGRID3
* xyz 1 1
C -4.042 4.642 -3.823
C -4.369 3.262 -2.938
C -4.001 3.607 -1.360
C -3.657 2.289 -0.448
C -2.125 2.311 0.207
N -1.260 1.321 -0.548
C -1.136 1.578 -2.064
C -0.261 0.655 -3.098
C -0.178 1.085 -4.699
C 1.038 2.232 -4.772
C 0.674 3.483 -5.779
S -0.162 4.861 -4.760
C 0.497 -0.662 -2.483
C 1.405 -1.698 -3.373
C 0.759 -3.206 -3.495
C -0.861 -3.281 -3.249
Cl 1.130 -3.848 -5.230
C 0.352 -0.934 -0.839
N 1.064 -2.160 -0.316
C 0.145 -3.123 0.399
C 2.314 -1.835 0.468
C 2.699 -0.400 1.159
O 3.226 -2.840 0.578
C -0.536 0.124 0.103
Cl -0.645 -0.158 1.970
H -4.957 4.900 -4.523
H -3.110 4.484 -4.547
H -3.842 5.580 -3.148
H -3.753 2.372 -3.383
H -5.510 2.980 -3.068
H -3.135 4.403 -1.398
H -4.948 4.168 -0.929
H -4.465 2.271 0.430
H -3.864 1.301 -1.077
H -1.710 3.401 -0.032
H -2.113 2.194 1.371
H -1.712 2.512 -2.527
H 0.102 0.114 -5.300
H -1.154 1.594 -5.095
H 2.068 1.734 -5.044
H 1.158 2.705 -3.690
H -0.044 3.063 -6.620
H 1.663 3.962 -6.201
H 0.753 5.891 -4.490
H 2.451 -1.815 -2.811
H 1.652 -1.213 -4.410
H 1.285 -3.890 -2.695
H -1.090 -3.138 -2.103
H -1.231 -4.386 -3.509
H -1.461 -2.462 -3.838
H 0.497 -4.231 0.258
H -0.993 -2.977 0.117
H 0.253 -2.881 1.563
H 2.372 0.506 0.493
H 2.336 -0.296 2.291
H 3.891 -0.376 1.228
F -1.786 2.606 8.679
C -1.576 2.285 7.395
C -1.233 3.281 6.487
C -1.009 2.945 5.152
C -1.141 1.617 4.737
C -1.490 0.626 5.655
C -1.703 0.960 6.992
H -1.144 4.307 6.826
H -0.733 3.715 4.436
H -0.970 1.357 3.695
H -1.596 -0.406 5.329
H -1.967 0.200 7.721
F 3.994 3.587 -6.098
C 4.205 3.265 -7.381
C 4.547 4.261 -8.289
C 4.771 3.925 -9.625
C 4.640 2.598 -10.039
C 4.290 1.606 -9.122
C 4.077 1.940 -7.784
H 4.637 5.288 -7.951
H 5.047 4.695 -10.341
H 4.810 2.337 -11.082
H 4.184 0.574 -9.448
H 3.814 1.181 -7.056
F -1.094 -2.582 5.666
C -1.630 -3.634 5.033
C -0.796 -4.565 4.424
C -1.354 -5.663 3.769
C -2.742 -5.812 3.721
C -3.571 -4.869 4.330
C -3.013 -3.777 4.994
H 0.280 -4.429 4.465
H -0.709 -6.401 3.297
H -3.177 -6.666 3.206
H -4.652 -4.985 4.287
H -3.642 -3.040 5.481
F 2.008 -3.699 5.604
C 2.086 -3.604 6.938
C 3.182 -4.147 7.599
C 3.265 -4.045 8.988
C 2.245 -3.410 9.701
C 1.147 -2.873 9.028
C 1.069 -2.965 7.639
H 3.960 -4.644 7.030
H 4.122 -4.459 9.514
H 2.308 -3.334 10.784
H 0.352 -2.383 9.585
H 0.227 -2.546 7.099
*
```

Calculated values
Lowest unoccupied orbital energy in eV: -4.677
DFT total energy in eV: -97175.3256
Strongest force on any atom in eV Å⁻¹: 8.8
HOMO energy in eV: -10.57
Orbital gap in eV: 5.898

***

C7H6S2 | ωB97M-V with the def2-TZVPD basis set

ORCA input file:
```
! RIJCOSX wB97M-V def2-TZVPD def2/J DEFGRID3
* xyz 0 1
C -0.871 0.479 -0.073
C 0.413 -0.048 0.073
C 1.716 0.707 0.237
C 2.828 -0.007 0.055
S 2.444 -1.689 -0.171
C 0.699 -1.403 -0.071
C -0.275 -2.321 0.018
S -1.888 -1.839 0.314
C -1.781 -0.386 -0.791
H -1.026 1.536 -0.032
H 1.592 1.846 0.370
H 3.831 0.174 0.247
H -0.047 -3.579 0.154
H -2.732 0.066 -0.921
H -1.370 -0.839 -1.725
*
```

Calculated values
Lowest unoccupied orbital energy in eV: -0.038
DFT total energy in eV: -29024.3095
Strongest force on any atom in eV Å⁻¹: 4.9
HOMO energy in eV: -7.51
Orbital gap in eV: 7.467
SMILES: C1=c2ccsc2=CSC1

***

C6H10O | ωB97M-V with the def2-TZVPD basis set

ORCA input file:
```
! RIJCOSX wB97M-V def2-TZVPD def2/J DEFGRID3
* xyz 0 1
C -2.268 0.210 -0.027
C -0.771 0.288 0.332
C -0.113 -1.140 0.314
C 1.326 -1.135 -0.125
C 2.031 -0.014 -0.217
C 1.345 1.288 0.075
O -0.015 1.241 -0.410
H -2.686 -0.616 0.567
H -2.509 -0.003 -1.076
H -2.822 1.109 0.268
H -0.753 0.646 1.373
H -0.650 -1.858 -0.324
H -0.207 -1.532 1.335
H 1.758 -2.074 -0.461
H 3.038 -0.012 -0.628
H 1.363 1.509 1.160
H 1.870 2.114 -0.419
*
```

Calculated values
Lowest unoccupied orbital energy in eV: 1.140
DFT total energy in eV: -8430.5972
Strongest force on any atom in eV Å⁻¹: 0.5
HOMO energy in eV: -9.37
Orbital gap in eV: 10.511
SMILES: C[C@H]1CC=CCO1

***

C34H63MgO12 | ωB97M-V with the def2-TZVPD basis set

ORCA input file:
```
! RIJCOSX wB97M-V def2-TZVPD def2/J DEFGRID3
* xyz 1 1
Mg -2.151 1.015 -2.603
C 1.148 0.545 0.076
C 0.437 1.415 -0.954
O -0.666 0.744 -1.463
H 1.543 -0.366 -0.374
H 0.452 0.266 0.864
H 1.956 1.127 0.532
H 1.186 1.693 -1.718
H 0.155 2.376 -0.483
C -2.491 -4.955 1.441
C -1.322 -4.100 0.935
C -1.731 -2.684 1.417
O -2.933 -2.814 2.187
C -2.959 -4.168 2.646
H -2.244 -5.985 1.699
H -3.301 -5.004 0.710
H -1.255 -4.146 -0.151
H -0.379 -4.390 1.388
H -1.867 -1.940 0.623
H -0.930 -2.255 2.044
H -3.947 -4.408 3.023
H -2.244 -4.257 3.475
C 2.238 -1.121 -3.428
C 2.109 -0.043 -4.522
C 1.607 -0.894 -5.675
O 0.716 -1.850 -5.098
C 0.945 -1.898 -3.670
H 2.239 -0.722 -2.408
H 3.170 -1.683 -3.516
H 3.018 0.508 -4.757
H 1.373 0.685 -4.154
H 2.429 -1.431 -6.167
H 1.107 -0.351 -6.481
H 1.013 -2.932 -3.331
H 0.140 -1.347 -3.178
C 2.482 4.154 -2.917
C 2.871 4.834 -1.566
C 1.693 5.808 -1.298
O 1.058 5.987 -2.540
C 1.084 4.716 -3.153
H 2.490 3.068 -2.849
H 3.199 4.506 -3.653
H 3.776 5.430 -1.698
H 3.079 4.130 -0.762
H 1.996 6.767 -0.891
H 1.003 5.342 -0.575
H 0.808 4.787 -4.205
H 0.312 4.071 -2.685
C 6.010 -1.692 -0.852
C 4.698 -1.374 -0.141
C 4.001 -2.719 -0.140
O 5.043 -3.628 0.168
C 6.195 -3.188 -0.557
H 6.815 -1.018 -0.565
H 5.896 -1.533 -1.929
H 4.115 -0.541 -0.535
H 4.895 -1.167 0.919
H 3.640 -2.932 -1.168
H 3.164 -2.823 0.544
H 6.210 -3.742 -1.509
H 7.107 -3.483 -0.045
C 0.862 3.015 4.569
C 2.126 3.887 4.504
C 1.547 5.320 4.464
O 0.135 5.185 4.225
C -0.155 3.865 3.828
H 0.537 2.755 5.580
H 1.082 2.046 4.104
H 2.610 3.690 3.548
H 2.809 3.768 5.339
H 2.014 5.894 3.661
H 1.634 5.858 5.406
H -0.017 3.755 2.741
H -1.195 3.678 4.084
O -3.114 -2.290 6.160
C -2.393 -1.473 5.690
O -1.081 -1.444 5.973
C -0.371 -0.520 5.117
C -1.440 0.301 4.404
C -2.778 -0.435 4.633
H 0.116 -1.204 4.414
H 0.380 0.056 5.643
H -1.158 0.330 3.356
H -1.443 1.321 4.787
H -3.104 -0.839 3.683
H -3.510 0.226 5.093
O -2.451 -0.780 -3.217
C -2.554 -1.793 -3.885
O -2.443 -1.750 -5.188
C -2.181 -3.076 -5.715
C -2.839 -4.000 -4.699
C -2.729 -3.188 -3.400
H -1.106 -3.214 -5.777
H -2.672 -3.154 -6.676
H -2.396 -4.985 -4.584
H -3.885 -4.143 -4.971
H -1.838 -3.460 -2.824
H -3.560 -3.278 -2.702
O -3.678 0.781 -1.235
C -4.192 0.802 -0.128
O -5.478 1.084 -0.053
C -5.911 1.198 1.329
C -4.600 1.310 2.128
C -3.601 0.540 1.260
H -6.453 0.302 1.629
H -6.531 2.080 1.413
H -4.656 0.931 3.144
H -4.301 2.361 2.184
H -3.677 -0.551 1.360
H -2.558 0.845 1.272
*
```

Calculated values
Lowest unoccupied orbital energy in eV: -3.879
DFT total energy in eV: -66289.0586
Strongest force on any atom in eV Å⁻¹: 2.4
HOMO energy in eV: -11.34
Orbital gap in eV: 7.459

***

C5H13N2 | ωB97M-V with the def2-TZVPD basis set

ORCA input file:
```
! RIJCOSX wB97M-V def2-TZVPD def2/J DEFGRID3
* xyz 1 1
C -0.792 0.274 0.267
C 0.290 -0.220 1.313
C 0.704 -0.044 -0.247
C 1.832 0.809 -0.491
N 3.127 0.370 0.019
C 0.635 -1.443 -1.035
N -3.625 0.569 0.225
H -0.929 1.333 0.178
H -1.420 -0.202 -0.416
H 0.953 0.331 1.911
H 0.055 -1.122 1.940
H 1.906 1.523 -1.247
H 3.847 0.367 -0.678
H 3.443 1.034 0.730
H 0.284 -1.156 -2.125
H 1.577 -1.897 -1.101
H 0.043 -2.221 -0.448
H -3.824 -0.134 0.975
H -4.369 0.432 -0.469
H -3.735 1.399 0.700
*
```

Calculated values
Lowest unoccupied orbital energy in eV: -6.978
DFT total energy in eV: -8364.0249
Strongest force on any atom in eV Å⁻¹: 6.1
HOMO energy in eV: -13.05
Orbital gap in eV: 6.068

***

C38H64F2O25S | ωB97M-V with the def2-TZVPD basis set

ORCA input file:
```
! RIJCOSX wB97M-V def2-TZVPD def2/J DEFGRID3
* xyz 0 1
F -3.892 3.812 -0.031
C -5.030 3.123 -0.218
C -5.412 2.234 0.779
C -6.644 1.602 0.695
C -7.464 1.886 -0.393
C -7.015 2.674 -1.434
C -5.847 3.414 -1.289
H -4.703 1.986 1.559
H -6.931 0.950 1.508
H -8.405 1.359 -0.507
H -7.623 2.840 -2.314
H -5.538 4.118 -2.051
F -0.759 0.961 -3.084
C -0.521 0.868 -1.763
C 0.206 -0.239 -1.324
C 0.355 -0.459 0.042
C -0.236 0.428 0.947
C -0.735 1.635 0.494
C -0.958 1.814 -0.864
H 0.640 -0.811 -2.138
H 0.848 -1.338 0.441
H -0.111 0.198 1.999
H -0.979 2.444 1.173
H -1.562 2.664 -1.167
C -2.013 -2.577 -5.243
S -0.535 -1.983 -4.352
O 0.216 -3.191 -3.915
C 0.289 -1.024 -5.661
H -1.719 -2.906 -6.241
H -2.744 -1.783 -5.398
H -2.422 -3.362 -4.616
H -0.243 -1.043 -6.608
H 1.332 -1.315 -5.787
H 0.325 -0.014 -5.258
C 2.240 2.891 2.484
O 2.224 2.064 3.634
C 1.094 2.094 4.323
O 0.097 2.628 3.961
O 1.313 1.526 5.485
C 0.223 1.615 6.435
H 3.150 2.782 1.904
H 2.080 3.922 2.810
H 1.446 2.723 1.754
H -0.276 2.571 6.288
H 0.642 1.487 7.426
H -0.455 0.787 6.235
C -1.197 -3.671 -0.840
O -1.387 -3.501 0.576
C -1.554 -4.620 1.250
O -1.736 -5.711 0.790
O -1.348 -4.333 2.510
C -1.403 -5.341 3.492
H -2.026 -4.256 -1.225
H -0.235 -4.155 -0.995
H -1.143 -2.667 -1.245
H -1.226 -4.933 4.484
H -0.644 -6.095 3.285
H -2.397 -5.789 3.533
C -0.025 2.937 -5.926
O 0.362 1.956 -6.866
C 1.418 2.176 -7.639
O 1.915 3.242 -7.857
O 1.788 1.013 -8.166
C 2.955 1.006 -8.974
H 0.818 3.302 -5.335
H -0.709 2.475 -5.218
H -0.538 3.786 -6.377
H 3.310 -0.022 -8.950
H 3.727 1.670 -8.585
H 2.768 1.291 -10.009
C 2.402 -5.017 1.812
O 2.905 -3.955 2.618
C 2.220 -2.826 2.641
O 1.196 -2.630 2.046
O 2.762 -2.000 3.487
C 1.947 -0.911 3.871
H 1.508 -5.444 2.284
H 3.206 -5.737 1.741
H 2.014 -4.647 0.859
H 1.457 -0.470 3.004
H 2.416 -0.212 4.548
H 1.107 -1.339 4.427
C 3.233 0.920 -5.239
O 3.263 0.442 -3.919
C 3.150 1.334 -2.956
O 3.113 2.520 -3.095
O 3.145 0.694 -1.802
C 3.047 1.464 -0.613
H 2.202 1.147 -5.553
H 3.498 0.158 -5.968
H 3.760 1.863 -5.368
H 2.914 0.685 0.143
H 2.078 1.958 -0.497
H 3.937 2.061 -0.448
C 1.711 6.498 5.622
O 0.446 5.802 5.620
C -0.305 5.937 4.532
O -0.072 6.662 3.596
O -1.390 5.193 4.680
C -2.215 4.867 3.584
H 2.179 6.199 6.554
H 1.505 7.562 5.538
H 2.325 6.130 4.800
H -1.774 4.047 3.007
H -2.396 5.646 2.849
H -3.091 4.427 4.046
C -1.906 -1.343 2.525
O -2.733 -1.614 3.633
C -2.152 -1.610 4.795
O -1.085 -1.201 5.102
O -3.045 -2.082 5.663
C -2.725 -1.861 7.013
H -2.464 -1.217 1.599
H -1.143 -2.097 2.329
H -1.363 -0.399 2.642
H -3.459 -2.362 7.638
H -2.739 -0.802 7.298
H -1.719 -2.190 7.289
C 3.847 -2.131 -0.756
O 2.853 -3.032 -1.217
C 3.165 -3.763 -2.286
O 4.123 -3.634 -2.973
O 2.187 -4.641 -2.448
C 2.283 -5.598 -3.482
H 3.496 -1.632 0.139
H 4.128 -1.430 -1.535
H 4.782 -2.650 -0.520
H 3.215 -5.511 -4.038
H 1.501 -5.463 -4.235
H 2.106 -6.584 -3.056
*
```

Calculated values
Lowest unoccupied orbital energy in eV: 0.393
DFT total energy in eV: -107899.4142
Strongest force on any atom in eV Å⁻¹: 2.1
HOMO energy in eV: -8.71
Orbital gap in eV: 9.106

***

C4H9NO | ωB97M-V with the def2-TZVPD basis set

ORCA input file:
```
! RIJCOSX wB97M-V def2-TZVPD def2/J DEFGRID3
* xyz 0 1
C -0.508 1.813 1.199
O -0.101 0.538 0.836
C 0.244 0.585 -0.504
C 0.433 -0.855 -1.003
C 0.559 -2.051 -0.101
N -0.667 -1.804 -0.851
H -0.934 1.710 2.216
H -1.137 2.148 0.219
H 0.343 2.514 1.238
H 1.151 1.192 -0.667
H -0.655 1.368 -0.943
H 0.958 -0.922 -1.954
H 0.557 -1.919 0.978
H 1.108 -2.936 -0.437
H -1.352 -1.382 -0.226
*
```

Calculated values
Lowest unoccupied orbital energy in eV: 1.008
DFT total energy in eV: -7828.6548
Strongest force on any atom in eV Å⁻¹: 3.4
HOMO energy in eV: -9.34
Orbital gap in eV: 10.345
SMILES: COC[C@H]1CN1

***

C5H13ClI2O2PTl | ωB97M-V with the def2-TZVPD basis set

ORCA input file:
```
! RIJCOSX wB97M-V def2-TZVPD def2/J DEFGRID3
* xyz 2 1
I -0.697 -2.778 0.767
I -0.622 2.016 0.884
Tl 0.857 -0.443 1.033
P 0.286 -0.177 -1.588
C -1.344 -0.188 -2.394
C 1.133 1.266 -2.298
H 2.121 -1.728 -1.821
H 1.320 -1.402 -3.398
H 0.563 -2.505 -2.180
C 1.155 -1.593 -2.328
H 2.100 1.402 -1.793
H 1.297 1.108 -3.374
H -1.225 -0.189 -3.487
H -1.913 0.698 -2.093
H 0.532 2.168 -2.131
H -1.897 -1.083 -2.087
C -2.592 -0.217 0.591
O -3.483 -0.170 1.304
Cl 3.284 -0.241 1.401
C -0.449 0.898 4.218
O 0.354 -0.144 3.631
H -1.367 0.941 3.623
H 0.061 1.872 4.169
H -0.689 0.656 5.263
H 1.214 -0.168 4.088
*
```

Calculated values
Lowest unoccupied orbital energy (spin up / spin down) in eV: -11.986 / -12.361
DFT total energy in eV: -52177.7997
Strongest force on any atom in eV Å⁻¹: 3.6
HOMO energy (spin up / spin down) in eV: -17.57 / -16.51
Orbital gap (spin up / spin down) in eV: 5.585 / 4.154

***

C2H18NO5 | ωB97M-V with the def2-TZVPD basis set

ORCA input file:
```
! RIJCOSX wB97M-V def2-TZVPD def2/J DEFGRID3
* xyz 0 2
C -0.584 -1.845 0.954
N 0.322 -1.702 -0.253
C 1.512 -2.569 0.073
H 0.081 -1.759 1.811
H -1.401 -1.116 0.965
H -1.042 -2.838 0.832
H 0.664 -0.735 -0.430
H -0.136 -2.057 -1.090
H 1.951 -3.030 -0.806
H 1.186 -3.447 0.619
H 2.253 -1.977 0.603
H 0.733 3.707 -0.755
H 0.360 2.264 -0.677
O 1.009 2.892 -0.307
H -1.732 0.609 -0.377
H -2.448 -0.043 -1.609
O -1.611 -0.018 -1.136
H 0.758 2.806 1.416
H 0.138 3.309 2.764
O 0.232 2.528 2.206
H 1.436 0.577 -2.628
H 0.897 -0.500 -3.407
O 1.054 -0.303 -2.468
H -2.631 1.919 1.137
H -1.174 1.909 1.566
O -1.827 1.418 0.997
*
```

Calculated values
Lowest unoccupied orbital energy (spin up / spin down) in eV: 0.707 / 0.415
DFT total energy in eV: -14090.4160
Strongest force on any atom in eV Å⁻¹: 1.9
HOMO energy (spin up / spin down) in eV: -2.45 / -10.59
Orbital gap (spin up / spin down) in eV: 3.155 / 11.003

***

What is the DFT total energy in the fifth record?
-66289.0586 eV

***

Among the records above, which one has the lowest DFT total energy?
C38H64F2O25S

***

What is the formula in the fourth record?
C6H10O

***

Which of these has the lowest DFT total energy?
C38H64F2O25S